{
  "formula": "C48H98Cl2F3N11O12PS2",
  "method": "the ωB97M-V functional and the def2-TZVPD basis",
  "species": ["C", "C", "C", "C", "N", "C", "C", "C", "C", "P", "N", "Cl", "C", "O", "C", "F", "F", "F", "O", "C", "O", "C", "Cl", "C", "C", "C", "C", "N", "C", "C", "C", "C", "O", "C", "S", "S", "C", "C", "C", "H", "H", "H", "H", "H", "H", "H", "H", "H", "H", "H", "H", "H", "H", "H", "H", "H", "H", "H", "H", "H", "H", "H", "H", "H", "H", "H", "H", "H", "H", "H", "H", "H", "H", "H", "H", "H", "H", "H", "H", "H", "H", "C", "C", "O", "N", "C", "H", "H", "H", "H", "H", "H", "H", "C", "C", "O", "N", "C", "H", "H", "H", "H", "H", "H", "H", "C", "C", "O", "N", "C", "H", "H", "H", "H", "H", "H", "H", "C", "C", "O", "N", "C", "H", "H", "H", "H", "H", "H", "H", "C", "C", "O", "N", "C", "H", "H", "H", "H", "H", "H", "H", "C", "C", "O", "N", "C", "H", "H", "H", "H", "H", "H", "H", "C", "C", "O", "N", "C", "H", "H", "H", "H", "H", "H", "H", "C", "C", "O", "N", "C", "H", "H", "H", "H", "H", "H", "H"],
  "coordinates": [[-0.125993, -4.997241, 2.836824], [0.709829, -3.913604, 3.524803], [2.209284, -3.972885, 3.186317], [2.515234, -3.832398, 1.677332], [2.696439, -2.424915, 1.285695], [1.834363, -2.010309, 0.156078], [0.487655, -1.540762, 0.713825], [-0.442198, -1.039077, -0.381490], [-1.782497, -0.470303, 0.131840], [-3.060190, -1.698295, 0.780663], [-2.151205, -3.179774, 0.290325], [-4.542097, -3.182026, 1.694556], [-2.333941, -1.687939, 2.563480], [-3.283359, -1.112261, 3.500410], [-3.139632, -1.531485, 4.760902], [-3.965909, -2.563379, 5.022231], [-1.883756, -1.882232, 5.110843], [-3.490296, -0.534994, 5.610569], [-4.044182, -0.341488, 1.136216], [-5.273778, -0.255333, 0.448059], [-6.237300, -0.631013, 1.410032], [-5.050026, -1.156197, -0.816180], [-4.533247, 0.184958, -2.115991], [-6.202774, -1.885653, -1.541592], [-7.600110, -1.798128, -0.914472], [-7.790766, -2.908677, 0.146842], [-7.921934, -4.323921, -0.463494], [-6.844775, -5.245969, -0.142371], [-5.694377, -5.458957, -0.823256], [-4.905927, -6.363502, -0.224687], [-5.651429, -6.786269, 0.934072], [-6.790771, -6.089040, 0.924693], [-3.930790, -1.894649, -0.746294], [4.045708, -2.053352, 1.112322], [4.567731, -0.665923, 1.790670], [5.253431, -2.970832, 0.192313], [4.415658, -4.074205, -1.013632], [4.634139, -3.512831, -2.443358], [3.414775, -2.690420, -2.901424], [-0.453490, -4.711493, 1.832243], [-1.023778, -5.254276, 3.403291], [0.473143, -5.912148, 2.737462], [0.645575, -4.115330, 4.603345], [0.305301, -2.908189, 3.395457], [2.677290, -3.125292, 3.697524], [2.615904, -4.915230, 3.565099], [1.682807, -4.244824, 1.097570], [3.384267, -4.467803, 1.472896], [2.259268, -1.181037, -0.416261], [1.664887, -2.835707, -0.545136], [0.663436, -0.792752, 1.494182], [0.065553, -2.418664, 1.213963], [-0.556394, -1.767268, -1.191457], [0.091903, -0.198059, -0.841590], [-1.526702, 0.250423, 0.911957], [-2.191033, 0.132465, -0.677509], [-2.176968, -3.163325, -0.725778], [-2.743582, -3.969763, 0.522776], [-1.421156, -1.091362, 2.623917], [-2.097141, -2.728479, 2.786116], [-5.341324, 0.800970, 0.187581], [-6.898798, 0.069255, 1.435779], [-5.893285, -2.922522, -1.670346], [-6.276908, -1.490431, -2.553827], [-7.850608, -0.815907, -0.519105], [-8.330687, -2.030342, -1.701386], [-7.019817, -2.881466, 0.917350], [-8.745396, -2.683258, 0.641245], [-8.821871, -4.769736, -0.032125], [-8.040269, -4.308447, -1.550491], [-5.406397, -4.945930, -1.730960], [-3.931636, -6.682872, -0.553339], [-5.324420, -7.524670, 1.648357], [-7.544160, -6.225866, 1.689152], [4.869370, -5.059393, -0.894983], [3.352626, -4.132858, -0.792692], [5.512191, -2.866215, -2.499216], [4.726895, -4.370233, -3.113280], [3.412963, -1.687347, -2.472814], [3.438068, -2.601507, -3.989368], [2.506923, -3.228038, -2.622410], [-9.433015, 3.129538, -3.755668], [-8.269885, 2.410462, -3.115380], [-8.312535, 2.017268, -1.958090], [-7.159812, 2.209434, -3.872733], [-6.921366, 2.598542, -5.251353], [-10.237570, 3.214603, -3.029935], [-9.135123, 4.132082, -4.064795], [-9.794691, 2.572568, -4.617766], [-6.420153, 1.722703, -3.386593], [-6.708829, 1.700132, -5.835797], [-6.049086, 3.256098, -5.281374], [-7.772581, 3.112924, -5.686537], [4.523725, 1.701899, 5.615792], [4.340551, 0.820450, 6.824868], [5.282423, 0.481843, 7.531774], [3.081513, 0.403452, 7.116044], [1.849600, 0.694134, 6.401227], [5.576717, 1.950189, 5.511049], [4.197889, 1.178991, 4.716000], [3.958143, 2.628319, 5.736164], [3.031512, -0.181018, 7.935228], [1.153029, 1.196163, 7.075209], [1.397934, -0.240587, 6.066629], [2.030707, 1.327497, 5.539989], [-10.380397, 0.784697, -7.548570], [-9.841607, 2.160129, -7.858443], [-9.590908, 2.969829, -6.979361], [-9.638361, 2.479406, -9.163748], [-9.873874, 1.658355, -10.336498], [-10.486513, 0.682217, -6.472615], [-11.359148, 0.646318, -8.009827], [-9.692093, 0.017178, -7.904558], [-9.277918, 3.411027, -9.296984], [-8.937017, 1.533613, -10.882148], [-10.592913, 2.159001, -10.987469], [-10.259786, 0.681570, -10.066255], [8.304040, 2.659673, 7.151056], [8.432469, 3.152320, 5.729865], [7.671304, 2.787630, 4.847541], [9.434000, 4.031546, 5.454023], [10.421929, 4.576562, 6.367146], [7.463970, 1.969972, 7.213768], [9.209909, 2.132453, 7.453420], [8.121727, 3.497532, 7.827354], [9.460702, 4.320449, 4.489132], [10.321964, 5.662068, 6.380796], [11.422494, 4.318850, 6.011945], [10.288688, 4.196486, 7.373061], [-1.063713, 1.834445, -3.254051], [-0.599156, 2.527357, -1.997399], [-0.564160, 1.958166, -0.920111], [-0.206298, 3.826137, -2.094895], [-0.159598, 4.676985, -3.265948], [-1.339307, 0.811647, -3.009724], [-1.938014, 2.340387, -3.666733], [-0.261028, 1.815691, -3.993613], [0.090681, 4.215167, -1.214679], [0.868049, 5.006346, -3.407703], [-0.794315, 5.550937, -3.093712], [-0.496061, 4.159600, -4.157622], [3.274861, 3.478085, -1.159500], [3.449115, 3.988935, -2.569718], [2.718917, 3.630388, -3.479407], [4.458179, 4.873494, -2.804048], [5.418044, 5.408723, -1.857410], [2.435725, 2.787335, -1.135054], [4.170533, 2.948424, -0.831781], [3.065224, 4.304306, -0.477769], [4.516056, 5.171152, -3.764877], [5.329197, 6.496729, -1.830373], [6.427390, 5.149187, -2.182284], [5.254038, 5.014060, -0.860672], [7.929646, 7.624905, 6.560636], [7.687878, 6.718048, 7.743429], [8.588270, 6.383785, 8.499522], [6.421994, 6.272502, 7.945411], [5.232689, 6.552725, 7.161080], [8.981938, 7.892995, 6.532869], [7.674641, 7.112947, 5.631473], [7.340311, 8.537930, 6.653541], [6.331982, 5.671542, 8.749828], [4.485751, 7.028115, 7.799051], [4.823571, 5.614708, 6.783060], [5.453372, 7.206375, 6.324296], [6.508805, -4.964325, -7.117616], [6.188774, -4.048789, -5.959569], [5.046627, -3.860772, -5.578233], [7.228555, -3.427525, -5.339901], [8.643362, -3.522871, -5.643536], [5.582168, -5.380210, -7.501396], [6.999801, -4.408930, -7.917946], [7.149690, -5.784031, -6.789752], [6.942391, -2.833515, -4.576963], [9.175112, -3.896631, -4.766633], [9.026951, -2.530261, -5.886844], [8.826097, -4.188842, -6.480080]],
  "forces_ev_per_a": [[0.1, 0.0, -0.3], [0.1, -0.6, 0.7], [-0.6, 0.6, -0.4], [-0.4, -0.5, 0.6], [1.0, -1.1, -1.0], [-1.0, 0.8, 0.4], [0.1, -1.0, -0.1], [0.3, 0.8, 0.1], [0.6, -0.9, -0.6], [2.2, 0.5, 0.3], [-0.2, 0.5, 0.2], [-1.0, -0.3, 0.3], [-0.3, 0.0, -0.8], [0.9, -0.4, 0.7], [-0.8, 0.6, -0.5], [0.5, -0.1, 0.3], [-0.1, -0.2, 0.0], [0.0, -0.1, -0.1], [-0.6, -0.7, -0.9], [2.0, -0.2, 2.0], [-0.7, 0.2, -0.9], [0.0, 0.1, -1.3], [-0.1, 0.8, -0.5], [-0.3, 0.5, -0.1], [0.3, -1.4, 0.2], [-0.7, 0.5, -0.2], [0.0, 0.0, 0.6], [-0.1, -0.3, 0.0], [0.7, 1.2, -2.0], [-0.2, -1.0, 1.3], [2.1, -0.7, -0.8], [-1.5, -0.1, 1.5], [-1.2, 0.3, 1.0], [-0.3, 0.5, 0.1], [0.3, 0.1, -0.1], [-0.3, -0.1, 0.3], [0.5, 0.7, -0.2], [-1.1, -0.2, 0.3], [0.5, -0.3, -0.3], [0.0, 0.1, 0.1], [0.0, 0.1, 0.0], [-0.1, 0.0, 0.1], [0.0, 0.2, -0.1], [0.0, -0.1, -0.2], [0.3, -0.3, 0.0], [0.1, 0.1, 0.0], [0.1, 0.0, 0.1], [0.1, 0.4, -0.2], [0.4, -0.1, 0.2], [0.1, 0.0, 0.1], [0.0, 0.1, -0.2], [-0.2, 0.2, 0.0], [-0.1, -0.2, 0.3], [-0.1, 0.0, -0.1], [-0.3, -0.1, 0.1], [-0.3, -0.2, 0.1], [0.3, 0.0, 0.0], [0.0, 0.0, 0.1], [-0.1, 0.0, -0.1], [-0.2, 0.1, 0.2], [-0.6, -0.2, -0.3], [0.0, -0.1, 0.0], [0.0, 0.0, 0.3], [0.2, 0.1, 0.1], [0.2, 0.0, -0.1], [0.1, 0.3, 0.0], [0.1, 0.0, -0.2], [0.1, -0.1, 0.1], [0.0, -0.1, -0.2], [0.0, 0.1, 0.1], [-0.5, 0.3, 0.1], [0.0, 0.0, 0.0], [-0.2, 0.1, 0.1], [-0.4, 0.6, -0.4], [-0.1, 0.1, 0.1], [0.1, -0.1, 0.1], [0.2, -0.4, 0.0], [0.2, 0.2, -0.1], [-0.1, -0.1, 0.1], [0.0, 0.1, 0.1], [-0.1, 0.2, -0.1], [0.0, -0.1, 0.1], [0.1, -0.1, 0.2], [-0.1, 0.0, 0.0], [-0.3, 0.1, 0.0], [0.2, -0.1, 0.4], [0.1, 0.0, 0.1], [-0.1, 0.0, -0.2], [0.1, 0.2, -0.1], [0.1, -0.1, 0.1], [0.0, 0.1, -0.2], [0.0, 0.0, -0.2], [0.0, -0.1, 0.1], [0.1, 0.0, 0.1], [0.1, -0.1, 0.1], [0.0, 0.1, 0.0], [0.1, 0.2, -0.1], [0.1, -0.3, 0.4], [0.0, -0.1, 0.0], [-0.1, 0.1, -0.1], [-0.1, 0.0, -0.1], [0.0, 0.0, 0.0], [-0.1, 0.1, -0.1], [-0.1, 0.1, -0.1], [0.1, 0.0, 0.0], [0.0, 0.0, 0.0], [0.0, 0.1, 0.1], [-0.1, 0.0, -0.2], [-0.1, -0.2, 0.1], [0.2, 0.5, 0.0], [0.0, 0.1, 0.0], [0.0, -0.1, -0.1], [-0.1, -0.1, -0.1], [0.0, 0.0, 0.0], [-0.1, -0.2, -0.1], [0.0, -0.2, -0.1], [0.0, 0.0, 0.1], [-0.1, 0.0, 0.0], [-0.1, -0.1, 0.0], [0.0, 0.1, -0.1], [-0.1, -0.1, 0.2], [0.0, 0.1, -0.6], [0.0, 0.0, -0.1], [0.0, 0.1, 0.1], [0.2, 0.0, 0.1], [0.0, 0.0, 0.0], [0.1, 0.0, 0.3], [0.1, 0.0, 0.2], [-0.1, 0.0, 0.0], [0.0, -0.1, 0.0], [0.0, -0.1, 0.2], [0.2, 0.3, -0.1], [-0.2, -0.1, -0.2], [0.1, 0.3, 0.6], [0.0, 0.0, 0.1], [0.0, 0.0, -0.1], [-0.1, 0.1, -0.1], [0.0, 0.0, 0.0], [-0.1, 0.0, -0.3], [-0.1, 0.0, -0.2], [0.0, -0.1, 0.0], [-0.1, 0.0, -0.1], [-0.1, -0.2, 0.0], [0.1, 0.0, -0.1], [-0.1, -0.1, 0.2], [0.0, 0.1, -0.5], [0.0, 0.0, -0.1], [0.0, 0.1, 0.1], [0.1, 0.0, 0.1], [0.0, 0.0, 0.0], [0.1, 0.0, 0.2], [0.1, 0.0, 0.2], [0.0, 0.0, 0.0], [0.0, 0.0, 0.0], [0.0, -0.2, 0.2], [0.1, 0.0, -0.1], [0.1, 0.2, -0.2], [0.0, -0.3, 0.4], [0.0, 0.0, 0.1], [-0.1, 0.1, 0.0], [0.0, 0.0, -0.1], [0.0, 0.0, 0.0], [-0.1, 0.1, -0.1], [-0.1, 0.1, -0.1], [0.1, 0.0, 0.0], [0.0, 0.0, 0.0], [-0.1, 0.1, 0.1], [0.0, -0.1, -0.2], [0.0, -0.2, -0.2], [-0.2, 0.3, 0.4], [0.0, 0.1, 0.1], [0.1, -0.1, 0.0], [0.1, 0.0, -0.1], [0.0, 0.0, 0.0], [0.1, 0.0, -0.1], [0.2, -0.1, -0.1], [-0.1, 0.0, 0.0]],
  "lowdin_charge": [-0.1122, -0.2634, -0.1763, -0.2006, -0.1937, -0.1920, -0.1994, -0.2443, -0.2294, 0.4950, -0.1254, 0.3941, -0.2491, -0.0225, -0.7192, 0.1353, 0.1280, 0.1267, -0.2400, -0.4199, -0.0179, -0.6556, 0.5810, -0.1589, -0.1833, -0.1794, -0.1297, -0.0983, -0.1652, -0.1076, -0.1150, -0.1503, -0.2949, -1.1489, 0.6283, 0.8825, -0.4466, -0.3190, -0.1026, 0.0455, 0.0718, 0.0719, 0.1013, 0.0839, 0.1084, 0.1051, 0.1144, 0.0936, 0.1155, 0.1016, 0.1240, 0.0712, 0.1022, 0.0812, 0.0858, 0.0320, 0.0285, -0.0373, 0.0843, 0.0600, 0.1276, 0.1007, 0.0889, 0.0733, 0.0998, 0.1043, 0.0491, 0.1041, 0.1137, 0.1224, 0.1136, 0.0888, 0.0865, 0.1163, 0.0681, 0.0520, 0.0750, 0.0874, 0.0706, 0.0577, 0.0688, -0.0108, -0.5515, 0.0161, 0.0155, -0.0773, 0.0785, 0.0862, 0.0541, 0.0721, 0.0816, 0.0799, 0.0435, 0.0006, -0.5462, 0.0113, 0.0050, -0.0677, 0.0502, 0.0736, 0.0805, 0.1349, 0.0805, 0.0835, 0.0735, -0.0008, -0.5328, 0.0164, 0.0069, -0.0773, 0.0817, 0.0851, 0.0876, 0.1391, 0.0828, 0.0816, 0.0715, 0.0068, -0.5425, 0.0248, 0.0085, -0.0776, 0.0663, 0.0875, 0.0729, 0.1338, 0.0648, 0.0798, 0.0744, 0.0024, -0.5289, 0.0306, 0.0105, -0.0853, 0.0714, 0.0812, 0.0846, 0.1321, 0.0557, 0.0782, 0.0768, 0.0012, -0.5434, 0.0192, 0.0026, -0.0807, 0.0770, 0.0878, 0.0861, 0.1352, 0.0793, 0.0808, 0.0730, -0.0144, -0.5598, 0.0165, 0.0123, -0.0673, 0.0770, 0.0844, 0.0834, 0.1403, 0.0830, 0.0813, 0.0723, -0.0113, -0.5427, 0.0364, 0.0117, -0.0784, 0.0817, 0.0824, 0.0830, 0.1324, 0.0832, 0.0820, 0.0696],
  "homo_ev": -5.4,
  "charge": -1,
  "gap_ev": 7.07
}